Record 1
C42H72BrN13O3 | the ωB97M-V functional and the def2-TZVPD basis

- total energy (Ha) = -5154.97752
- gap between HOMO and LUMO (eV) = 8.78
- HOMO level (eV) = -8.79
- charge = 0

Last column: Mulliken charge in e.
Atoms and positions in Å:
H1 -3.7479 -0.2905 0.2850  0.384
H2 -3.4006 7.2644 -0.7220  0.281
H3 3.0250 -1.5575 -1.5788  0.248
C1 1.6555 1.2891 4.2142  -0.627
H4 -5.7571 -5.2509 0.6873  0.378
C2 0.6377 6.3217 -4.1882  -0.395
C3 -4.4381 3.5413 -4.6669  -0.507
C4 -2.4853 -0.4734 -4.1919  0.033
H5 -2.6998 -4.8019 -4.0506  0.354
C5 1.2568 -3.3800 1.8648  0.861
H6 2.5684 -4.0210 0.3076  0.430
H7 4.9965 -0.4037 0.2566  0.585
H8 0.8690 -5.4638 2.3142  0.374
O1 -2.1917 -3.2398 5.6305  -0.393
H9 1.2612 -0.0944 -0.1916  -0.598
C6 -1.4557 6.5054 1.7753  0.135
H10 -0.1024 -3.8418 4.1481  0.100
C7 -4.7425 -5.4421 1.0308  -0.440
O2 4.1139 1.4159 0.4425  -0.404
H11 -5.0955 4.1721 -4.0737  0.226
H12 1.8025 0.8113 5.1822  0.423
C8 -4.4980 -7.1373 -4.8936  0.423
H13 2.2175 -1.1760 2.9427  0.082
H14 -6.3361 -7.0984 -3.8924  0.254
H15 -3.0416 0.1468 1.8560  0.388
H16 4.0424 -2.2693 0.1620  0.489
C9 -4.0490 -6.2901 0.0698  0.428
H17 -2.6224 -5.7640 -2.5684  0.300
N1 -0.5587 -1.2647 -5.7545  -0.586
H18 -4.2158 -4.4950 1.1222  -0.136
H19 -0.2174 5.4696 0.4342  0.143
N2 -3.8822 -3.0076 -1.7287  -0.585
C10 -1.4063 -0.8933 -5.0765  0.463
H20 8.1687 7.9816 1.8685  0.269
H21 0.2978 5.4144 2.1323  0.142
C11 2.6601 5.7920 -0.9640  0.356
H22 1.1231 -0.1229 2.0502  0.296
H23 -3.6017 -1.5119 1.5639  0.184
H24 4.9005 0.1261 1.9062  0.321
C12 2.1575 -0.1447 -2.8821  -0.006
H25 0.5893 -2.5370 2.0754  -0.108
N3 -0.9999 7.6173 -5.7572  -0.430
N4 2.0592 6.1989 -1.8537  -0.389
H26 3.9825 4.3829 -0.1547  0.239
C13 6.9261 6.7797 0.6856  0.410
H27 -3.2970 -0.0445 -4.7787  0.127
C14 -3.2433 -3.7900 -2.2926  0.539
H28 3.9757 -0.0961 -1.7280  0.458
O3 1.0881 -1.0899 -3.0403  -0.502
H29 1.0025 5.4282 -4.6906  0.230
C15 3.3033 -2.1186 0.9556  -2.249
H30 -4.9173 6.5396 -1.2880  0.328
H31 1.2933 1.3612 -4.0993  0.483
H32 -3.9920 5.7715 0.0176  0.286
C16 7.4287 8.0929 1.0786  -0.791
H33 0.0878 0.7199 -1.7269  0.136
C17 -3.1776 5.5458 -1.8986  0.395
H34 3.7831 -2.4373 1.8894  0.530
H35 2.3622 2.0327 -2.8949  0.207
H36 0.9665 -1.1604 -3.9985  0.241
H37 -1.6423 -5.2669 1.9307  0.390
C18 -1.8083 -1.0041 0.6129  0.601
H38 0.5180 6.8960 1.1799  0.301
H39 0.4928 2.3338 -1.6347  0.199
H40 3.8765 -2.8763 4.8326  0.003
H41 2.0742 1.8645 0.8007  0.020
H42 2.9709 1.7554 2.5874  0.503
H43 -3.1435 -3.8048 3.9054  0.204
H44 -6.3982 -6.6025 -5.5949  0.273
C19 -0.2789 7.0449 -5.0668  0.252
H45 -2.1016 -2.3537 3.7594  0.253
C20 2.9574 -0.6129 1.0047  2.912
C21 3.4258 5.2632 0.1616  -0.562
H46 -1.3814 -4.5339 -2.8975  0.273
N5 -0.7660 -1.3019 0.2257  -0.290
H47 -4.2547 -3.1578 5.9256  0.288
C22 -0.1344 6.0434 1.3557  -0.292
N6 -3.4976 -6.9393 -0.7018  -0.543
C23 2.7102 0.8771 3.1762  -0.667
H48 -6.2060 -8.3158 -5.1762  0.291
C24 -3.3413 -2.5675 6.0862  -0.719
H49 4.1249 6.0078 0.5243  0.187
C25 -3.1308 -0.6413 1.1101  -1.278
C26 -3.9173 6.3270 -0.9143  -0.937
C27 1.5880 1.2696 -3.0425  -1.035
C28 3.3901 -4.9140 4.8282  0.452
C29 -1.0419 -4.2580 3.7729  -0.399
H50 2.6920 2.2097 -0.7819  0.418
H51 3.9327 -3.6650 6.4212  0.317
H52 -3.2428 -2.3739 7.1555  0.273
H53 0.1222 6.0290 -3.2759  0.063
C30 2.3376 0.0411 -0.2946  1.991
N7 -2.4991 6.8758 2.1042  -0.440
H54 -1.4186 -3.5276 1.7626  -0.107
H55 -2.8616 -1.3317 -3.6384  -0.138
H56 -2.1169 0.2713 -3.4867  0.095
C31 2.7590 1.4780 0.0265  -0.788
C32 4.1504 -3.7878 5.3621  -0.596
H57 0.6617 1.0257 3.8485  0.369
H58 -3.5541 3.3062 -4.0846  0.126
H59 7.8898 8.5809 0.2224  0.269
H60 2.7457 4.9856 0.9671  0.112
N8 -5.6478 1.3070 -5.2751  -0.443
C33 4.3326 0.0976 0.9713  -1.770
H61 1.5304 -2.6866 -0.1747  0.340
N9 2.7933 -5.7998 4.4016  -0.430
H62 6.6081 8.7086 1.4417  0.272
H63 -4.1417 4.0790 -5.5656  0.283
C34 -2.4375 -4.7829 -2.9980  -0.862
C35 2.1767 -0.2812 2.3105  -1.262
H64 -3.4574 -1.6032 5.5702  0.276
N10 -3.3547 -7.0127 -4.8870  -0.434
H65 -4.7767 -5.9351 2.0005  0.346
N11 -2.5960 4.9300 -2.6725  -0.340
H66 1.8868 -3.4958 2.7582  -0.313
N12 0.3889 1.5350 -2.2403  -0.309
C36 2.9515 -0.4645 -1.6020  -1.565
H67 3.6323 0.5566 3.6735  0.274
C37 -5.9484 -7.2983 -4.8894  -0.798
C38 -5.1290 2.3041 -5.0261  0.320
H68 5.2158 -3.9685 5.2341  0.306
H69 0.3728 -4.9859 0.6748  0.488
C39 -1.0136 -4.4269 2.2412  -0.152
C40 2.1377 -3.0714 0.6543  -0.839
N13 6.5328 5.7430 0.3776  -0.374
C41 -2.1844 -3.3555 4.2160  -0.266
H70 2.8597 -0.2769 -3.7203  0.547
H71 -1.2015 -5.2367 4.2403  0.323
H72 1.4817 6.9587 -3.9324  0.322
C42 0.4128 -4.6627 1.7210  -1.163
Br1 1.6559 3.2143 4.5332  -0.240



Record 2
C42H73N21OP | the ωB97M-V functional and the def2-TZVPD basis

- total energy (Ha) = -3210.06379
- gap between HOMO and LUMO (eV) = 7.42
- HOMO level (eV) = -10.30
- charge = +1

Last column: Mulliken charge in e.
Atoms and positions in Å:
C1 -1.6780 -3.1306 1.2324  0.427
H1 0.5977 -6.5242 2.8966  0.257
C2 -1.0456 -1.0254 4.3692  -0.274
C3 -5.7782 1.6009 -2.4379  -0.860
N1 -6.7783 2.8679 3.0741  -0.399
H2 1.8560 5.6929 -3.9197  0.380
N2 -3.1091 4.5124 13.0714  -0.359
H3 -7.8449 -6.0291 0.1810  0.245
H4 -5.1988 0.1633 2.6194  -0.040
H5 1.3625 0.7638 7.0522  0.235
C4 -0.3881 -6.8792 2.5953  -0.749
N3 1.8777 1.4845 -0.9401  0.247
H6 3.5790 -1.3212 -1.2386  0.362
C5 0.3080 1.8949 -2.9138  -0.647
H7 -3.7312 -2.6219 1.1953  0.340
C6 -2.2793 4.0070 12.4510  0.257
H8 0.7500 -1.0948 0.7106  0.146
N4 -4.8990 -5.0763 -0.5285  -0.509
H9 0.1993 4.9338 -3.6876  0.374
C7 -5.8704 -5.2727 0.0614  0.433
N5 -2.6996 1.0732 2.2068  -0.392
N6 -1.4509 0.9367 -0.2589  -0.700
N7 5.1516 6.4222 -3.9771  -0.453
P1 1.9262 4.1577 -1.9834  -0.195
H10 -2.7249 4.2497 2.2764  0.307
N8 -0.9572 -9.7698 4.1300  -0.451
H11 7.4627 5.2016 0.6769  0.253
H12 5.5916 0.7905 -3.3703  0.382
H13 0.7470 -8.1097 6.2333  0.262
H14 5.6612 1.0363 -1.3076  0.209
C8 4.4495 6.0648 -6.4920  -0.837
N9 0.9164 -2.1754 -2.8623  -0.450
H15 3.7091 -0.0141 0.0261  0.256
H16 -1.0568 1.1900 0.6524  0.264
H17 -1.6929 -0.1546 4.2707  0.080
H18 -0.5004 2.6103 -3.2481  0.395
H19 3.3871 6.2753 -6.6136  0.275
C9 -6.2572 0.2989 2.8448  -0.427
C10 2.7347 -2.7164 -4.6932  -0.994
C11 0.8886 0.5385 -0.4363  -0.607
H20 2.2498 -3.0429 -5.6130  0.366
C12 8.6206 -1.8223 -5.5976  -0.899
H21 -6.3145 1.0054 -1.6996  0.246
C13 -1.2126 3.3569 11.6525  -0.551
H22 -1.3640 3.5623 10.5935  0.180
C14 3.8064 -0.2249 -1.0718  -0.796
C15 -1.4349 -6.1841 3.3795  0.423
N10 1.4769 -0.2767 4.2109  -0.569
C16 8.0136 5.7967 -0.0514  -0.618
N11 -2.2493 -5.6428 3.9914  -0.492
H23 4.0439 4.5237 -0.0680  0.446
H24 -2.1097 3.7237 3.8573  0.300
H25 -1.2349 2.2792 11.8123  0.252
H26 -1.2718 -1.7294 3.5690  -0.122
N12 -0.5644 -2.8379 1.1699  -0.660
N13 -3.6031 2.6194 -1.3549  -0.536
C17 0.3228 2.4910 7.6992  0.359
H27 -6.4896 -0.2169 3.7765  0.310
C18 -0.4741 0.5693 -2.4558  -0.243
C19 -0.2229 -9.5154 4.9819  0.417
H28 3.3296 1.2717 -2.5932  0.162
H29 4.1140 3.2466 -2.9711  0.338
C20 -6.5595 1.7403 2.9741  0.289
H30 8.4531 -1.6196 -6.6550  0.272
H31 -3.3491 -4.2223 0.5216  0.409
C21 -3.0798 1.0810 -7.3169  0.068
H32 9.6211 -1.4878 -5.3249  0.271
H33 5.5820 4.1925 -0.9891  0.139
H34 -0.2382 3.7411 11.9535  0.257
C22 0.3724 -0.6060 4.2802  0.468
H35 8.2741 5.1668 -0.9019  0.282
H36 -2.4368 1.3121 -2.6459  0.105
H37 -3.3138 -3.9652 2.2815  0.343
N14 6.8193 -0.5366 -4.1371  -0.396
H38 -6.8526 -0.1348 2.0414  0.258
N15 -3.8067 0.8181 -8.1721  -0.354
H39 -2.2560 -0.3283 -3.0860  0.292
C23 -2.7816 2.1580 2.5997  0.533
C24 5.2728 0.0188 -1.5887  -0.685
H40 -2.1492 2.4959 -6.0443  0.266
C25 1.3853 1.8415 6.8952  -0.789
C26 2.7340 0.6747 -1.8578  0.603
H41 -1.6973 1.8518 -0.6837  0.177
H42 0.3971 -9.6720 6.9998  0.292
H43 0.9977 1.6241 -3.7513  0.200
C27 1.3016 4.7359 -3.6844  -1.041
C28 0.7194 -9.1882 6.0783  -0.762
H44 1.6735 0.2218 1.4586  0.370
C29 1.0613 2.5105 -1.6459  0.033
H45 5.0210 6.7343 -7.1341  0.326
H46 7.3801 6.6141 -0.3953  0.298
H47 1.7196 -9.5376 5.8236  0.275
H48 2.3618 2.2235 7.1918  0.328
C30 4.5323 3.8260 -0.7958  -0.909
H49 0.0738 -0.2909 -2.9486  -0.530
H50 8.5454 -2.8964 -5.4250  0.273
N16 1.1618 -0.1531 0.6595  0.202
H51 -0.4482 -7.9542 2.7682  0.259
H52 -6.4272 2.4030 -2.7886  0.314
C31 -3.1065 -3.5078 1.3129  -0.933
H53 -5.5093 0.9653 -3.2818  0.313
C32 9.2451 6.3396 0.5698  0.120
C33 -10.2182 -6.5099 -2.2477  0.308
H54 -1.1362 1.1031 -6.4748  0.265
H55 0.2192 2.7645 -0.9315  0.597
H56 -7.5423 -4.5812 1.1615  0.256
H57 -9.6995 -7.1683 -4.1924  0.317
H58 -8.5562 -7.6386 -2.9189  0.262
H59 2.1483 -0.0721 -2.4748  -0.577
C34 3.7730 3.9942 -2.2020  -0.104
O1 5.4044 -0.1101 -3.0576  -0.372
H60 3.3286 -1.8251 -4.8991  0.242
C35 -9.2047 -6.8401 -3.2789  -0.762
H61 4.6449 5.0344 -6.7880  0.266
H62 -0.5273 -6.6809 1.5325  0.287
H63 -3.8573 3.7214 3.5383  0.281
H64 1.6253 3.9700 -4.4387  0.252
H65 3.3929 -3.5081 -4.3366  0.312
C36 1.7113 -2.4123 -3.6655  0.562
C37 -7.1190 -5.5251 0.8191  -0.772
N17 -11.0048 -6.2530 -1.4452  -0.374
H66 5.9852 -0.7473 -1.1551  0.361
C38 4.8439 6.2658 -5.0773  0.412
H67 -8.5992 -5.9609 -3.4982  0.260
N18 -0.4009 0.3156 -0.9919  1.037
C39 -4.5549 2.1736 -1.8294  0.513
H68 4.1295 4.9992 -2.5897  0.059
H69 1.2285 2.0493 5.8376  0.219
C40 7.6092 -1.1017 -4.7814  0.414
N19 -0.5058 2.9961 8.3215  -0.401
C41 -2.8738 3.5508 3.0994  -0.900
H70 -6.9078 -6.1543 1.6835  0.283
N20 10.2023 6.7616 1.0528  -0.333
H71 -1.2358 -1.5057 5.3292  0.381
H72 4.4820 2.7452 -0.5143  0.068
N21 -1.8185 0.5904 -3.0411  0.009
C42 -2.1465 1.4192 -6.2153  -0.254
H73 -2.4516 0.9144 -5.3013  0.031



Record 3
C42H74O25S4 | the ωB97M-V functional and the def2-TZVPD basis

- relative energy (zero: lowest compared OMol25 entry of this formula, charge and spin) (kcal/mol) = 1189.8
- total energy (Ha) = -5116.41417
- gap between HOMO and LUMO (eV) = 7.62
- HOMO level (eV) = -8.11
- charge = 0

Last column: Mulliken charge in e.
Atoms and positions in Å:
O1 1.2496 -1.4937 -0.3803  0.563
C1 4.7383 0.6691 1.0223  -1.578
O2 -0.5757 -3.5965 0.0583  -0.158
H1 3.7560 0.4712 -1.6439  -0.946
C2 -3.7886 -1.1796 0.2546  -1.742
H2 -0.0356 3.4087 0.7066  -0.606
O3 -5.4238 0.3274 2.7009  -0.935
H3 1.7047 2.1769 -5.1598  0.618
O4 2.4268 2.3256 -2.4753  -1.018
H4 -1.0414 1.6985 5.9438  0.411
O5 1.4678 -3.6093 0.7696  -0.294
C3 -3.8068 -1.9344 2.6181  -1.149
O6 -2.0158 -4.7827 -5.6067  -0.675
C4 0.3361 -1.6215 -3.3266  -0.733
H5 -0.1013 -2.1445 4.6425  0.436
H6 2.6718 -2.4328 -3.3863  0.638
H7 0.9022 -1.7068 2.7704  -0.335
H8 0.3009 1.5404 4.8253  0.081
O7 -2.8943 2.7753 -0.1581  -0.056
H9 1.9469 -0.1278 3.1920  -0.685
H10 -2.3667 0.2655 1.0210  0.177
C5 5.7346 1.4520 -1.3675  -0.880
C6 -0.9929 3.9182 0.5961  -0.293
H11 6.0519 0.6643 -2.0509  0.264
C7 -2.1728 3.0576 1.0845  -0.979
H12 -0.8693 -0.8170 6.3574  0.467
O8 -3.1369 0.4421 3.7438  -0.522
H13 -0.8067 -1.3865 1.2845  0.604
O9 -2.8440 0.9950 -2.9144  -0.262
C8 0.8211 2.1108 -4.5250  -0.696
H14 -3.7039 -3.2422 0.8322  0.915
H15 -2.7748 3.7249 1.7012  0.979
C9 -2.4287 3.5244 -1.1138  0.314
O10 -1.1351 0.5196 -1.4115  0.813
O11 2.1106 2.8658 3.6043  -0.703
C10 3.7691 1.5687 0.2574  -0.114
H16 -1.1265 1.6320 2.4457  0.248
S1 6.4309 1.0005 0.2538  1.320
H17 0.4465 1.6773 1.2075  0.418
H18 -1.4600 0.9579 0.9239  1.094
H19 -5.4673 1.4328 0.4010  0.234
H20 -0.6271 1.7560 -1.3667  -0.614
H21 6.0536 -1.4807 -1.2009  0.419
H22 -6.5241 1.6565 -0.9487  0.535
C11 1.2685 2.3737 1.3732  -0.219
O12 4.6894 -0.4844 -3.2196  -0.645
C12 1.1592 -2.7359 3.0214  -1.100
C13 2.2084 -0.6519 -0.0910  -2.227
C14 -1.8697 1.6611 1.6490  -0.369
C15 4.2752 -1.2455 -2.3931  0.709
C16 0.3497 0.6933 -0.3306  0.845
H23 0.7309 -0.3032 6.4199  0.491
H24 -3.4469 -1.3452 -0.7671  1.006
H25 -3.0735 -2.1356 3.3991  0.485
H26 -1.0814 -3.0928 -1.9381  -0.179
H27 0.8953 -1.0784 -4.0885  0.739
H28 4.4367 -0.3636 0.8468  1.457
H29 2.2306 -2.7451 3.2216  0.260
C17 -1.3457 -4.2812 -4.6790  0.306
H30 2.8146 0.2516 1.7761  0.315
O13 -2.8137 3.4566 -2.2967  -0.475
H31 -0.5579 3.5936 -5.2419  0.538
H32 -3.7684 1.1347 0.5873  0.256
H33 -1.3673 -2.2919 -0.1649  1.413
H34 2.7204 1.2743 0.2163  -0.247
S2 -0.7126 -0.4947 3.0030  0.287
H35 -4.8678 -1.3319 0.2404  0.005
H36 0.2122 1.2843 -4.8914  0.305
H37 1.3200 -1.0642 4.1846  0.984
C18 -4.5135 0.8451 -1.3994  0.398
O14 7.2413 -0.1929 0.1029  -0.687
C19 -1.0537 -1.3234 0.2247  -2.168
C20 4.9872 -1.7053 -1.1814  -1.248
C21 -3.4503 0.1622 0.9631  0.466
C22 0.1716 -3.1101 -3.6744  0.366
C23 -3.3088 -2.2996 1.2109  -0.410
O15 -3.2482 0.8383 -0.8075  0.115
C24 0.6879 -3.5514 -0.2986  0.836
O16 1.0752 0.1474 -2.5888  0.215
O17 -1.6507 -1.5358 2.5830  -0.156
C25 -0.6688 -3.7339 1.4943  0.050
O18 -1.3272 4.1664 -0.7257  -0.456
H38 -1.9720 1.4823 3.3300  0.190
H39 0.5287 4.2051 -4.0752  0.357
H40 -1.7032 3.9075 -2.8937  0.622
O19 7.0510 2.1887 0.8930  -0.803
H41 0.7118 -3.0508 3.9641  0.693
H42 -0.0124 -0.9645 -1.6719  -0.320
C26 2.8610 -1.7499 -2.5581  -0.098
C27 -1.5307 0.7716 4.0289  -1.148
H43 4.8041 -2.7753 -1.0827  0.571
H44 4.5981 -1.1401 -0.3345  0.202
H45 1.0253 -4.7972 2.3495  0.472
O20 1.6895 0.5996 0.0978  0.567
C28 0.0519 -0.7765 -0.6002  0.678
H46 -4.6795 -2.4776 2.9808  0.278
H47 6.0820 2.4501 -1.6344  0.494
C29 -0.0849 3.3316 -4.2955  -1.284
C30 -0.5576 1.0160 5.2450  -0.481
H48 -2.2283 -2.4415 1.2340  -0.132
C31 0.2789 -1.1330 4.4999  -0.503
O21 -0.3851 -3.3910 -4.8892  -0.530
H49 3.8110 2.5824 0.6559  1.474
C32 4.2014 1.3718 -1.2213  0.303
H50 0.8546 -1.5540 -2.3702  -0.657
H51 0.1697 3.3634 -1.5251  0.954
H52 2.1197 -0.9566 -2.4621  1.028
C33 -0.1228 -0.3147 5.7422  -1.419
H53 1.0725 -3.7223 -3.7165  0.386
H54 -0.3587 1.1217 0.3786  -1.732
H55 3.6667 2.0023 -1.9317  0.245
H56 0.8915 3.3962 1.3933  0.495
H57 -0.6884 -1.2494 -3.3346  -0.180
C34 -0.6340 -3.8333 -2.6011  0.377
H58 4.8926 0.8387 2.0879  0.876
C35 2.5912 0.6428 2.7687  -0.438
O22 -1.5552 -4.5311 -3.4130  -0.466
H59 -1.9661 -0.7371 0.1155  -0.683
S3 -4.0255 -0.0929 2.6925  1.449
H60 -2.3132 0.1455 4.4576  0.801
C36 -2.2984 0.7359 -1.7114  -0.358
H61 0.2067 1.2940 -1.2288  -0.845
H62 3.4987 0.6981 3.3698  0.818
S4 1.2231 1.5886 -2.8377  0.807
C37 1.9334 2.0498 2.7242  -0.006
O23 0.2417 0.0502 2.0417  -0.054
H63 2.7476 -2.4638 -1.7422  0.043
C38 0.7673 -3.8047 1.9799  -0.208
C39 -4.2379 1.2162 -2.8119  -0.649
C40 -5.4772 1.7172 -0.6512  -1.501
H64 -4.7489 -0.2183 -1.3547  0.784
H65 -0.8880 4.7859 1.2474  0.686
H66 -1.1531 -2.8516 1.9128  0.118
H67 -5.2740 2.7832 -0.7532  0.405
C41 -1.1047 3.0513 -3.2047  -0.783
H68 2.0732 2.4114 0.6390  0.751
O24 3.3658 -0.9579 0.0871  -0.564
H69 -4.5992 2.1929 -3.1338  0.314
H70 -4.6653 0.4602 -3.4706  0.427
H71 -2.8116 1.2598 2.0231  -1.041
H72 0.0540 -4.5028 -2.0849  0.115
O25 1.1049 -3.2478 -1.4030  -0.482
C42 -0.2259 2.4981 -2.0569  -0.379
H73 -1.1709 -4.6613 1.7697  0.700
H74 -1.8446 2.3427 -3.5768  0.424



Among the records above, which one has the highest total energy?
C42H73N21OP



Which value of gap between HOMO and LUMO does entry 3 give?
7.62 eV



Which value of charge does entry 2 give?
+1